Entry from OMol25: a cluster of 2 separate species, C4H9NO3 in total at a distorted geometry (ωB97M-V with the def2-TZVPD basis set).

Properties
E_tot: -438.2082 a.u.
Structure (SMILES): CC(=O)NCC=O.O
Highest occupied orbital energy: -8.8 eV
Relative energy (zero: lowest compared OMol25 entry of this formula, charge and spin): 3.288 eV
Gap between HOMO and LUMO: 9.23 eV

Last column: natural (NBO) charge in e.
Atoms and positions in Å:
1 O -1.95105 0.84981 1.63062  -0.95
2 O 2.53335 0.13530 -1.64007  -0.59
3 O -2.55473 0.55931 -1.41803  -0.55
4 N 0.50117 -0.54095 -1.19817  -0.66
5 C -0.63784 -0.62011 -0.38413  -0.32
6 C 2.15915 -0.17840 0.73804  -0.74
7 C -1.45907 0.65299 -0.90381  0.45
8 C 1.83351 -0.16003 -0.67821  0.67
9 H -2.10216 0.08743 2.12791  0.47
10 H -0.45888 -0.78197 0.72906  0.22
11 H -1.09708 1.53208 -0.47480  0.12
12 H 2.18013 1.02439 0.95515  0.26
13 H 1.49419 -0.68366 1.50003  0.24
14 H -2.84939 1.13704 1.15275  0.50
15 H 0.47262 -0.84786 -2.14735  0.41
16 H 3.14216 -0.66662 0.89343  0.26
17 H -1.20607 -1.49875 -0.88243  0.20

Atoms 1-2, force components in eV/Å:
O -2.408 3.344 -2.525
O 1.357 0.050 1.987